1.
93
Properties=species:S:1:pos:R:3:lowdin_charge:R:1 method="wB97M-V/def2-TZVPD" largest_force_ev_per_a=1.22 relative_energy_kcal_mol=115.2 homo_lumo_gap_ha="0.16158 / 0.17229" homo_ha="-0.041 / -0.041" e_lumo_ev="3.28 / 3.58" charge=-2
Rb 1.86 0.74 -1.35 0.88
O 1.02 -1.65 -5.75 -0.07
C 1.31 -1.31 -4.58 -0.56
N 0.85 -0.36 -3.80 0.02
C -0.23 0.45 -4.24 -0.22
C -1.30 -0.04 -4.99 -0.07
C -2.41 0.73 -5.33 -0.15
C -2.45 2.06 -4.93 -0.15
C -1.39 2.59 -4.20 -0.07
C -0.27 1.82 -3.82 -0.28
N 0.81 2.36 -3.20 0.00
C 1.07 3.33 -2.33 -0.62
O 1.95 4.19 -2.45 -0.02
C 0.40 3.28 -0.95 -0.31
C -0.91 2.98 -0.83 -0.01
C -1.74 3.12 0.42 -0.26
C -0.07 4.36 1.86 0.02
C 1.10 3.90 1.30 -0.17
N 1.33 3.46 0.07 0.11
C 2.35 -2.23 -3.90 -0.21
C 2.40 -3.55 -4.34 -0.04
C 3.26 -4.44 -3.72 -0.08
C 4.08 -3.98 -2.70 -0.09
C 3.99 -2.65 -2.35 -0.16
N 3.14 -1.78 -2.92 0.09
H -1.24 -1.07 -5.33 0.06
H -3.22 0.31 -5.91 0.07
H -3.29 2.69 -5.20 0.08
H -1.39 3.64 -3.92 0.10
H -1.43 2.69 -1.72 0.10
H -2.76 3.28 0.08 0.15
H -0.05 4.62 2.92 0.11
H 1.97 3.84 1.95 0.11
H 1.75 -3.84 -5.15 0.10
H 3.29 -5.48 -4.03 0.10
H 4.77 -4.63 -2.18 0.09
H 4.61 -2.25 -1.55 0.10
C -3.31 0.48 2.83 -0.06
C -2.92 1.78 2.15 -0.29
C -3.77 2.86 2.46 -0.05
C -3.57 4.29 2.38 -0.11
C -2.51 5.00 1.91 -0.06
C -1.37 4.45 1.13 -0.27
C -1.79 1.91 1.35 -0.22
P -0.28 0.84 1.32 1.12
C -1.02 -0.86 1.32 -0.33
C -1.92 -1.06 0.27 -0.12
C -2.56 -2.27 0.06 -0.11
C -2.26 -3.34 0.90 -0.10
C -1.33 -3.16 1.91 -0.07
C -0.69 -1.94 2.14 -0.27
C 0.31 -1.86 3.27 -0.03
C 0.46 1.22 2.95 -0.34
C -0.30 1.54 4.08 -0.14
C 0.25 1.89 5.30 -0.15
C 1.66 1.94 5.38 -0.14
C 2.44 1.66 4.31 -0.08
C 1.91 1.27 3.02 -0.37
C 2.79 0.99 1.98 -0.12
H -3.96 0.67 3.68 0.07
H -2.44 -0.07 3.19 0.06
H -3.82 -0.18 2.13 0.08
H -4.66 2.59 3.01 0.09
H -4.35 4.87 2.85 0.09
H -2.53 6.07 2.06 0.10
H -1.20 5.15 0.29 0.16
H -2.14 -0.23 -0.40 0.11
H -3.25 -2.38 -0.76 0.09
H -2.72 -4.30 0.74 0.10
H -1.06 -4.01 2.54 0.10
H 0.55 -2.86 3.63 0.07
H -0.07 -1.27 4.10 0.08
H 1.25 -1.39 2.96 0.06
H -1.38 1.54 4.00 0.08
H -0.38 2.14 6.14 0.07
H 2.13 2.23 6.32 0.08
H 3.52 1.72 4.40 0.09
H 3.85 1.22 2.09 0.05
H 2.44 0.82 0.98 -0.09
I -1.40 -3.88 -3.64 0.96
C -0.13 -4.01 -2.00 -0.71
C 0.22 -5.24 -1.46 -0.15
C 1.12 -5.25 -0.41 -0.07
C 1.64 -4.05 0.03 -0.14
N 1.29 -2.86 -0.47 0.11
C 0.41 -2.85 -1.47 -0.21
H -0.20 -6.15 -1.86 0.09
H 1.44 -6.18 0.04 0.10
H 2.37 -4.04 0.84 0.10
H 0.18 -1.88 -1.92 0.08
O 3.59 -1.84 1.85 -0.11
H 3.39 -0.90 2.07 -0.03
H 2.95 -1.98 1.14 -0.02

=====

2.
69
Properties=species:S:1:pos:R:3:nbo_charge:R:1 method="wB97M-V/def2-TZVPD" largest_force_ev_per_a=2.64 homo_lumo_gap_ha=0.33526 homo_ha=-0.419 e_lumo_ev=-2.28 charge=0 smiles="O=C1OC(=O)C(S(=O)(=O)C(F)(F)C(F)(F)F)=C1CCCCS(=O)(=O)Cl.FC(F)C(F)(F)COC(F)(F)C(F)F.FC(F)C(F)(F)COC(F)(F)C(F)F"
O -2.94 2.63 0.81 -0.52
C -3.72 1.71 0.78 0.77
O -5.06 1.85 1.04 -0.47
C -5.68 0.62 0.91 0.76
O -6.86 0.46 1.07 -0.46
C -4.61 -0.37 0.58 -0.45
S -4.87 -2.10 0.37 2.13
O -6.13 -2.28 -0.28 -0.88
O -3.78 -2.74 -0.27 -0.91
C -5.04 -2.86 2.06 0.38
F -6.22 -2.56 2.59 -0.28
F -5.02 -4.17 1.83 -0.28
C -3.89 -2.55 3.05 0.91
F -3.68 -1.24 3.16 -0.32
F -4.27 -3.02 4.24 -0.30
F -2.78 -3.15 2.69 -0.28
C -3.45 0.26 0.50 0.08
C -2.07 -0.20 0.23 -0.47
C -1.91 -0.67 -1.25 -0.37
C -0.89 -1.81 -1.37 -0.43
C -1.38 -3.01 -2.18 -0.64
S -1.34 -4.54 -1.24 2.11
O -2.43 -5.37 -1.64 -0.89
O -1.23 -4.30 0.16 -0.90
Cl 0.42 -5.45 -1.81 -0.25
H -1.43 0.66 0.37 0.25
H -1.74 -0.96 0.93 0.25
H -1.58 0.18 -1.83 0.22
H -2.89 -0.94 -1.60 0.21
H -0.02 -1.41 -1.86 0.23
H -0.58 -2.13 -0.38 0.24
H -2.37 -2.91 -2.60 0.27
H -0.69 -3.17 -3.00 0.25
C 4.38 -4.11 0.36 -0.13
C 3.30 -3.09 -0.07 0.60
C 3.24 -2.68 -1.55 0.52
F 4.36 -2.05 -1.96 -0.32
F 2.21 -1.81 -1.72 -0.33
F 3.39 -1.99 0.71 -0.31
F 2.10 -3.67 0.18 -0.32
O 5.57 -3.64 0.98 -0.51
C 6.69 -3.26 0.27 0.85
C 7.04 -1.79 0.50 0.50
F 6.04 -0.99 0.11 -0.32
F 8.13 -1.47 -0.24 -0.32
F 6.58 -3.56 -1.04 -0.32
F 7.72 -3.99 0.74 -0.32
H 3.90 -4.69 1.15 0.23
H 4.59 -4.83 -0.44 0.21
H 3.07 -3.55 -2.19 0.14
H 7.25 -1.61 1.55 0.15
C 0.17 7.36 -0.32 -0.13
C 1.47 7.26 0.51 0.60
C 2.72 6.70 -0.17 0.52
F 2.57 5.42 -0.55 -0.32
F 3.75 6.74 0.71 -0.32
F 1.22 6.59 1.65 -0.31
F 1.79 8.54 0.86 -0.33
O -0.83 6.36 -0.15 -0.51
C -0.85 5.19 -0.89 0.85
C -0.72 3.96 0.01 0.48
F 0.44 3.97 0.70 -0.32
F -0.72 2.84 -0.76 -0.34
F 0.06 5.21 -1.88 -0.32
F -2.06 5.12 -1.49 -0.32
H -0.32 8.26 0.06 0.23
H 0.37 7.56 -1.37 0.21
H 3.00 7.30 -1.04 0.14
H -1.54 3.91 0.72 0.19

=====

3.
51
Properties=species:S:1:pos:R:3:nbo_charge:R:1 method="wB97M-V/def2-TZVPD" largest_force_ev_per_a=0.71 homo_lumo_gap_ha=0.32537 homo_ha=-0.332 e_lumo_ev=-0.19 charge=0 smiles="CCCOCc1cc2c(cc1I)C(=O)N(C[C@H](C)O)C2=O.CN(C)C=O"
C 4.39 -0.68 -0.65 -0.60
C 3.20 0.29 -0.72 -0.44
C 2.31 -0.06 -1.91 -0.06
O 1.38 0.94 -2.27 -0.52
C 0.51 1.35 -1.23 -0.10
C -0.29 0.20 -0.64 -0.08
C -0.79 -0.76 -1.52 -0.18
C -1.48 -1.83 -1.00 -0.08
C -1.71 -1.95 0.36 -0.15
C -1.27 -1.00 1.25 -0.21
C -0.55 0.07 0.73 -0.12
I 0.14 1.48 2.12 0.18
C -2.43 -3.25 0.58 0.70
O -3.06 -3.59 1.54 -0.53
N -2.32 -3.97 -0.63 -0.51
C -1.78 -5.32 -0.67 -0.23
C -0.26 -5.38 -0.70 0.09
C 0.42 -4.82 0.55 -0.65
O 0.27 -4.79 -1.88 -0.70
C -2.07 -3.02 -1.67 0.68
O -2.38 -3.15 -2.82 -0.51
H 4.74 -0.92 -1.65 0.20
H 5.23 -0.25 -0.11 0.22
H 4.10 -1.62 -0.19 0.20
H 3.55 1.32 -0.79 0.21
H 2.63 0.16 0.20 0.20
H 1.82 -1.02 -1.71 0.15
H 2.94 -0.21 -2.79 0.19
H -0.18 2.07 -1.66 0.22
H 1.07 1.88 -0.45 0.20
H -0.61 -0.67 -2.58 0.25
H -1.46 -1.10 2.31 0.25
H -2.11 -5.83 0.24 0.22
H -2.20 -5.89 -1.50 0.23
H -0.01 -6.44 -0.75 0.18
H 1.44 -5.20 0.57 0.23
H -0.06 -5.17 1.46 0.23
H 0.49 -3.73 0.52 0.20
H 0.54 -3.89 -1.68 0.46
C -0.52 5.79 0.57 0.53
O -0.05 4.67 0.48 -0.63
N -1.11 6.27 1.68 -0.43
C -1.65 7.62 1.74 -0.40
C -1.21 5.41 2.84 -0.42
H -0.49 6.51 -0.26 0.11
H -1.16 8.19 2.53 0.20
H -2.73 7.59 1.95 0.20
H -1.50 8.12 0.79 0.21
H -0.22 5.11 3.18 0.21
H -1.78 4.51 2.60 0.22
H -1.72 5.95 3.64 0.20

=====

4.
13
Properties=species:S:1:pos:R:3:nbo_charge:R:1 method="wB97M-V/def2-TZVPD" largest_force_ev_per_a=8.86 relative_energy_kcal_mol=42.3 homo_lumo_gap_ha="0.26431 / 0.25930" multiplicity=3 homo_ha="-0.232 / -0.364" e_lumo_ev="0.88 / -2.84" charge=0
C 2.70 -0.03 -0.06 0.19
C 0.68 1.62 -0.11 -0.11
C 1.45 0.54 0.15 -0.05
C -0.63 0.86 0.15 -0.47
C 0.28 -0.40 0.41 -0.07
N 3.74 -0.51 0.00 -0.28
N 0.34 -1.63 -0.31 -0.81
H 0.84 2.72 -0.15 0.20
H -1.37 1.19 0.85 0.24
H -1.02 0.77 -0.97 0.22
H 0.39 -0.70 1.50 0.21
H 0.28 -1.49 -1.26 0.36
H -0.41 -2.33 0.05 0.37

=====

5.
69
Properties=species:S:1:pos:R:3:nbo_charge:R:1 method="wB97M-V/def2-TZVPD" largest_force_ev_per_a=2.65 homo_lumo_gap_ha="0.20745 / 0.20938" multiplicity=4 homo_ha="-0.204 / -0.220" e_lumo_ev="0.09 / -0.29" charge=0
V 0.21 1.03 0.05 1.13
S -1.70 2.73 -0.26 0.33
S 2.75 0.87 0.28 0.32
C -3.26 2.33 -1.10 -0.73
C -1.00 3.75 -1.59 -0.53
C 0.00 2.92 -2.40 -0.23
N 0.99 2.35 -1.44 -0.68
C 2.27 2.01 -2.12 -0.22
C 3.33 1.96 -1.04 -0.55
H -0.52 4.62 -1.13 0.22
H -1.83 4.10 -2.22 0.24
H 0.53 3.57 -3.12 0.19
H -0.48 2.11 -2.96 0.23
H 2.51 2.80 -2.85 0.19
H 2.16 1.06 -2.67 0.23
H 3.50 2.93 -0.57 0.22
H 4.28 1.56 -1.39 0.24
C 3.55 -0.67 -0.33 -0.71
H 1.25 3.18 -0.87 0.40
H 3.04 -1.05 -1.22 0.24
H 3.55 -1.42 0.46 0.24
H 4.58 -0.37 -0.58 0.21
H -3.95 1.89 -0.38 0.24
H -3.08 1.65 -1.94 0.24
H -3.66 3.28 -1.46 0.22
C 0.10 2.00 1.97 -0.61
C 0.72 2.98 1.17 -0.60
H 0.70 1.48 2.73 0.23
H -0.96 2.13 2.22 0.22
H 1.80 3.14 1.28 0.21
H 0.18 3.92 0.96 0.21
C 2.48 -0.49 3.25 -1.14
Si 0.93 -1.36 2.65 1.86
C 1.13 -3.20 2.89 -1.15
C -0.54 -0.83 3.67 -1.14
N 0.63 -0.91 0.97 -1.18
C 0.61 -1.66 -0.16 0.16
C 1.14 -2.95 -0.36 -0.32
C 1.18 -3.48 -1.65 -0.22
C 0.70 -2.75 -2.75 -0.29
C 0.10 -1.52 -2.59 -0.28
C -0.08 -1.02 -1.28 0.12
N -1.12 -0.16 -0.90 -1.25
Si -2.63 -1.01 -0.46 1.86
C -2.37 -2.84 -0.22 -1.14
C -3.22 -0.35 1.18 -1.14
C -3.90 -0.93 -1.83 -1.14
H 2.61 -0.81 4.30 0.23
H 2.43 0.60 3.24 0.23
H 3.37 -0.81 2.68 0.23
H 1.08 -3.40 3.97 0.24
H 0.34 -3.77 2.39 0.25
H 2.11 -3.55 2.53 0.23
H -0.78 0.23 3.56 0.23
H -1.43 -1.42 3.41 0.24
H -0.30 -1.03 4.72 0.23
H 1.49 -3.52 0.50 0.21
H 1.57 -4.49 -1.79 0.20
H 0.80 -3.18 -3.75 0.20
H -0.31 -0.94 -3.42 0.20
H -1.70 -3.09 0.62 0.24
H -3.36 -3.27 0.00 0.23
H -1.98 -3.35 -1.12 0.25
H -3.67 0.65 1.13 0.21
H -3.98 -1.06 1.54 0.24
H -2.41 -0.31 1.92 0.25
H -4.31 0.07 -2.00 0.22
H -3.49 -1.32 -2.77 0.25
H -4.72 -1.59 -1.51 0.23